Run i
The following is a quantum chemistry calculation of a cluster of 2 separate species, C6H10N2O3 in total, from OMol25.

Summary:
highest occupied orbital energy (alpha / beta) = -0.3195 / -0.3195 Eh
orbital gap (alpha / beta) = 8.987 / 8.988 eV
multiplicity = 1

Last columns: bonded neighbours and bond lengths (Å).
Element x y z (Å)
1 C 1.1471 -2.4373 2.6129  C2 1.321, H12 1.072, H13 1.188
2 C 0.4354 -1.3756 2.2789  C1 1.321, C3 1.541, H14 1.109
3 C 0.8356 -0.3488 1.2013  C2 1.541, N7 1.407, O10 1.194
4 C -1.5538 0.6548 -1.5586  C6 1.525, H15 1.066, H16 1.120, H17 1.061
5 C 0.9019 1.4840 -1.2764  C6 1.501, H18 1.126, H19 1.132, H20 1.147
6 C -0.1795 0.5087 -0.9132  C4 1.525, C5 1.501, N7 1.408
7 N -0.2608 0.0545 0.4170  C3 1.407, C6 1.408, H21 1.041
8 N 0.6264 -1.2177 -1.7368  O9 1.189, O11 1.218
9 O 0.6626 -1.2568 -2.9243  N8 1.189
10 O 1.9699 -0.0432 0.9897  C3 1.194
11 O 0.7747 -2.1123 -0.9241  N8 1.218
12 H 0.9613 -3.2043 3.3384  C1 1.072
13 H 2.1791 -2.7757 2.1308  C1 1.188
14 H -0.5342 -1.2411 2.7996  C2 1.109
15 H -2.1842 0.9109 -0.7385  C4 1.066
16 H -2.1147 -0.2753 -1.8321  C4 1.120
17 H -1.4970 1.3425 -2.3648  C4 1.061
18 H 0.7770 2.4340 -0.6856  C5 1.126
19 H 1.7979 0.9292 -0.8638  C5 1.132
20 H 0.9585 1.8278 -2.3697  C5 1.147
21 H -1.1608 -0.2097 0.8681  N7 1.041

natural (NBO) population analysis, charges in e, atoms 1 to 5:
1. C -0.304
2. C -0.328
3. C 0.691
4. C -0.670
5. C -0.709

Run ii
The following is a quantum chemistry calculation of a cluster of 2 separate species, C6H10N2O3 in total, from OMol25.

Summary:
highest occupied orbital energy = -0.3205 Eh
orbital gap = 9.420 eV
structure (SMILES) = [H]/N=C(\N)OC.O=C1CC=CO1
multiplicity = 1

Last columns: bonded neighbours and bond lengths (Å).
Element x y z (Å)
1 H 1.9336 1.2274 1.5721  N2 1.042
2 N 1.8257 0.1956 1.6745  H1 1.042, C3 1.326
3 C 0.9130 0.0364 2.6229  N2 1.326, N4 1.321, O5 1.353
4 N 0.1810 0.8717 3.3373  C3 1.321, H7 1.027, H8 0.988
5 O 0.6031 -1.2485 2.9137  C3 1.353, C6 1.418
6 C 1.1704 -2.2527 2.0892  O5 1.418, H9 1.101, H10 1.054, H11 1.113
7 H -0.4213 0.4026 4.0238  N4 1.027
8 H -0.2494 1.6904 2.9904  N4 0.988
9 H 0.8869 -1.9919 1.0581  C6 1.101
10 H 2.2108 -2.3388 2.2317  C6 1.054
11 H 0.7740 -3.1982 2.5218  C6 1.113
12 O 0.1658 -0.6286 -0.9118  C13 1.207
13 C -0.4632 0.0508 -1.6863  O12 1.207, C14 1.529, O17 1.330
14 C -1.8016 -0.2165 -2.3744  C13 1.529, C15 1.465, H18 1.092, H19 1.101
15 C -1.8759 0.7857 -3.4406  C14 1.465, C16 1.318, H20 1.067
16 C -0.8282 1.5624 -3.2506  C15 1.318, O17 1.389, H21 1.107
17 O -0.0501 1.2261 -2.1508  C13 1.330, C16 1.389
18 H -1.8434 -1.2651 -2.6747  C14 1.092
19 H -2.5069 -0.0600 -1.5432  C14 1.101
20 H -2.6492 0.9079 -4.1649  C15 1.067
21 H -0.6198 2.5660 -3.6685  C16 1.107

natural (NBO) population analysis, charges in e, atoms 1 to 5:
1. H 0.327
2. N -0.776
3. C 0.682
4. N -0.834
5. O -0.529

Least stable structure: run i

Run i
The following is a quantum chemistry calculation of the molecule CH3N5O, from OMol25.

Summary:
highest occupied orbital energy = -0.3528 Eh
orbital gap = 10.076 eV
structure (SMILES) = [H]/N=c1/onnn1N
multiplicity = 1

Last columns: bonded neighbours and bond lengths (Å).
Element x y z (Å)
1 H -0.6636 -2.2849 0.4922  N2 1.027
2 N 0.0254 -1.7413 1.0247  H1 1.027, C3 1.260
3 C 0.1907 -0.6316 0.4519  N2 1.260, O4 1.399, N7 1.357
4 O 1.1312 0.2848 0.9332  C3 1.399, N5 1.408
5 N 1.1349 1.3963 0.0693  O4 1.408, N6 1.218
6 N 0.1583 1.2957 -0.6522  N5 1.218, N7 1.365
7 N -0.4059 0.0566 -0.5538  C3 1.357, N6 1.365, N8 1.439
8 N -1.6762 -0.4447 -1.0083  N7 1.439, H9 1.127, H10 1.002
9 H -1.7133 -0.2301 -2.1137  N8 1.127
10 H -2.4716 0.0883 -0.7138  N8 1.002

natural (NBO) population analysis, charges in e, atoms 1 to 5:
1. H 0.361
2. N -0.708
3. C 0.615
4. O -0.334
5. N 0.126

Run ii
The following is a quantum chemistry calculation of the molecule CH3N5O, from OMol25.

Summary:
highest occupied orbital energy = -0.3727 Eh
orbital gap = 10.283 eV
structure (SMILES) = Nn1[nH]nnc1=O
multiplicity = 1

Last columns: bonded neighbours and bond lengths (Å).
Element x y z (Å)
1 N 0.5442 -0.0620 -1.3267  N2 1.406, H8 1.104, H9 1.102
2 N -0.2644 0.3290 -0.2448  N1 1.406, N3 1.407, C6 1.369
3 N 0.7076 0.7882 0.6636  N2 1.407, N4 1.268, H10 1.087
4 N 0.2985 0.5402 1.8377  N3 1.268, N5 1.309
5 N -0.6724 -0.3374 1.8403  N4 1.309, C6 1.416
6 C -0.8576 -0.6718 0.4764  N2 1.369, N5 1.416, O7 1.194
7 O -1.2513 -1.6975 0.0098  C6 1.194
8 H 0.1602 -1.0865 -1.4747  N1 1.104
9 H 0.1219 0.4821 -2.1873  N1 1.102
10 H 1.2132 1.7157 0.4058  N3 1.087

natural (NBO) population analysis, charges in e, atoms 1 to 5:
1. N -0.651
2. N -0.167
3. N -0.204
4. N 0.060
5. N -0.310

Least stable structure: run i

Run i
The following is a quantum chemistry calculation of a cluster of 2 separate species, C3H10NO in total, from OMol25.

Summary:
highest occupied orbital energy (alpha / beta) = -0.6974 / -0.6974 Eh
charge = +2
orbital gap (alpha / beta) = 8.529 / 5.835 eV
<S²> = 0.753
multiplicity = 2

Last columns: bonded neighbours and bond lengths (Å).
Element x y z (Å)
1 C -1.2932 0.5453 0.2954  O2 1.490, C3 1.466, H6 1.081, H7 1.092
2 O -0.0386 -0.2237 0.0581  C1 1.490, H8 0.967
3 C -1.0542 1.4440 1.4288  C1 1.466, C4 1.487, H9 1.079
4 C -0.1873 2.6195 1.1481  C3 1.487, H10 1.086, H11 1.095, H12 1.103
5 N 1.5591 -3.8591 -2.0357  H13 1.040, H14 1.031, H15 1.026
6 H -2.0861 -0.1894 0.3230  C1 1.081
7 H -1.3353 1.1050 -0.6417  C1 1.092
8 H 0.6829 -0.1537 0.6978  O2 0.967
9 H -1.3529 1.2940 2.4545  C3 1.079
10 H -0.3021 3.2769 2.0047  C4 1.086
11 H 0.8751 2.4774 0.9240  C4 1.095
12 H -0.6624 3.1077 0.2812  C4 1.103
13 H 1.4249 -4.6975 -2.6356  N5 1.040
14 H 1.2383 -3.0323 -2.5614  N5 1.031
15 H 2.5316 -3.7142 -1.7410  N5 1.026

natural (NBO) population analysis, charges in e, atoms 1 to 5:
1. C -0.217
2. O -0.662
3. C 0.468
4. C -0.775
5. N -0.283

Run ii
The following is a quantum chemistry calculation of a cluster of 2 separate species, C3H10NO in total, from OMol25.

Summary:
highest occupied orbital energy (alpha / beta) = -0.7687 / -0.7660 Eh
charge = +2
orbital gap (alpha / beta) = 9.457 / 5.490 eV
<S²> = 0.758
multiplicity = 2

Last columns: bonded neighbours and bond lengths (Å).
Element x y z (Å)
1 O -0.3597 1.7376 -0.4855  C2 1.195
2 C -0.4138 0.8274 0.2872  O1 1.195, C3 1.535, H5 1.119
3 C -0.7169 -0.5692 -0.2722  C2 1.535, N4 1.552, H6 1.094, H7 1.091
4 N -0.4982 -0.6531 -1.8062  C3 1.552, H8 1.030, H9 1.022, H10 1.027
5 H -0.2695 0.8366 1.3968  C2 1.119
6 H -0.0650 -1.2893 0.2304  C3 1.094
7 H -1.7600 -0.8444 -0.1119  C3 1.091
8 H -1.1074 -1.4016 -2.1656  N4 1.030
9 H -0.8092 0.2261 -2.2237  N4 1.022
10 H 0.4737 -0.9051 -2.0203  N4 1.027
11 C 1.6705 -0.6949 2.2354  H12 1.088, H13 1.103, H14 1.092, H15 1.091
12 H 1.2818 -1.5857 1.7453  C11 1.088
13 H 2.0407 0.0354 1.4962  C11 1.103
14 H 2.5693 -1.0261 2.7605  C11 1.092
15 H 1.0198 -0.1828 2.9461  C11 1.091

natural (NBO) population analysis, charges in e, atoms 1 to 5:
1. O 0.022
2. C 0.436
3. C -0.294
4. N -0.676
5. H 0.375

Least stable structure: run i

Run i
The following is a quantum chemistry calculation of the ion CH3N2OS with charge -1, from OMol25.

Summary:
highest occupied orbital energy = -0.1126 Eh
charge = -1
orbital gap = 7.236 eV
structure (SMILES) = C/N=[N+](\[O-])[S-]
multiplicity = 1

Last columns: bonded neighbours and bond lengths (Å).
Element x y z (Å)
1 C 0.8199 0.5636 0.3243  N2 1.415, H6 1.105, H7 1.145, H8 1.162
2 N 0.3771 -0.4449 -0.5632  C1 1.415, N3 1.251
3 N -0.8183 -0.7926 -0.4446  N2 1.251, O4 1.244, S5 1.809
4 O -1.6007 -0.5596 0.4943  N3 1.244
5 S -1.6880 -1.5537 -1.8363  N3 1.809
6 H 1.0701 1.5719 -0.0513  C1 1.105
7 H 0.1132 0.9984 1.1129  C1 1.145
8 H 1.7265 0.2170 0.9639  C1 1.162

natural (NBO) population analysis, charges in e, atoms 1 to 5:
1. C -0.474
2. N -0.342
3. N 0.243
4. O -0.530
5. S -0.452

Run ii
The following is a quantum chemistry calculation of a cluster of 2 separate species, CH3N2OS in total, from OMol25.

Summary:
highest occupied orbital energy (alpha / beta) = -0.1340 / -0.1341 Eh
charge = -1
orbital gap (alpha / beta) = 6.818 / 6.925 eV
multiplicity = 1

Last columns: bonded neighbours and bond lengths (Å).
Element x y z (Å)
1 C 0.8087 0.0121 0.8139  N2 1.432, H6 0.999, H7 1.196, H8 1.108
2 N -0.1669 -0.6363 -0.0100  C1 1.432, N3 1.203
3 N -0.7708 0.0623 -0.7803  N2 1.203, O4 1.230
4 O -0.7201 1.2827 -0.9227  N3 1.230
5 S -2.4252 -1.3303 -2.1885  no bonds
6 H 1.1545 -0.6948 1.4288  C1 0.999
7 H 1.6852 0.5023 0.1642  C1 1.196
8 H 0.4346 0.8020 1.4946  C1 1.108

natural (NBO) population analysis, charges in e, atoms 1 to 5:
1. C -0.461
2. N -0.311
3. N 0.310
4. O -0.522
5. S -0.549

Least stable structure: run ii